[1]
Density functional theory data (wB97M-V/def2-TZVPD) for 2 unconnected molecules or ions with the total composition C6H16NO.

Geometry (Å):
C -0.354521 -0.287570 1.280533
C -0.466212 0.397983 -0.075361
C 0.908198 0.772857 -0.555561
C 1.522736 1.941717 -0.396587
C 0.891453 3.064108 0.348802
C 1.585447 -0.436568 -1.234804
N -0.630919 -1.806189 1.045668
H -0.947491 0.042676 2.115171
H 0.723171 -0.409343 1.614783
H -0.943905 -0.312913 -0.769445
H -1.185177 1.206890 0.113561
H 2.375727 2.307039 -0.947850
H 0.406791 3.820547 -0.240019
H 0.078539 2.740712 1.027734
H 1.647748 3.483728 1.037930
H 0.919118 -1.219761 -1.575622
H 2.352161 -0.973023 -0.617104
H 1.946898 -0.141120 -2.206524
H 0.149221 -2.228326 0.520848
H -0.819672 -2.362174 1.882368
H -1.479819 -1.864769 0.424199
H -3.217336 -1.933106 -1.210942
H -2.787253 -3.345434 -0.978604
O -2.674903 -2.457963 -0.603173

Atoms 1-2, force components in eV/Å:
2.59 -2.78 0.31
-0.64 0.63 1.27

Results
- LUMO (eV) = -3.1672
- net charge = +1
- ΔE to the lowest compared entry with this formula, charge and spin (kcal per mole) = 34.13
- multiplicity = 1

[2]
Density functional theory data (wB97M-V/def2-TZVPD) for 2 unconnected molecules or ions with the total composition C4H12.

Geometry (Å):
C -0.734450 -0.750011 -2.112729
C -1.676554 -0.445034 -0.950461
H -1.251326 -0.761962 -3.075673
H 0.074306 -0.019794 -2.183211
H -0.302437 -1.745517 -2.014681
H -1.342595 0.433409 -0.411048
H -2.706532 -0.230835 -1.241396
H -1.763080 -1.286626 -0.267089
C 1.118825 -0.155594 1.582063
C 1.303652 1.356461 1.474361
H 0.772431 -0.431401 2.577833
H 0.369723 -0.472475 0.851830
H 2.032802 -0.736417 1.421480
H 1.323489 1.672150 0.430500
H 2.253951 1.672312 1.898919
H 0.527792 1.901337 2.019303

Atoms 1-2, force components in eV/Å:
-0.13 -0.20 -0.38
-0.42 0.06 0.03

Results
- LUMO (eV) = 1.1603
- ΔE to the lowest compared entry with this formula, charge and spin (kcal per mole) = 3.99
- multiplicity = 1

So what do the calculations give for calculated total energy? Going down the list: -367.92805, -159.57862 a.u..
So what do the calculations give for HOMO-LUMO gap? Going down the list: 9.3, 12.8 eV.
So what do the calculations give for maximum force? Going down the list: 3.8, 0.5 eV/Å.